(1)
{
  "formula": "CH6N2O2SSi",
  "method": "ωB97M-V/def2-TZVPD",
  "species": ["C", "N", "N", "O", "O", "Si", "S", "H", "H", "H", "H", "H", "H"],
  "coordinates": [[0.26929, -0.66702, 0.57340], [0.08349, 0.26867, -0.43999], [0.49285, -0.51892, 1.88719], [0.33276, -1.78400, -1.72191], [-1.58137, -2.14710, -0.14800], [-0.06195, 1.95303, -0.74496], [-0.09885, -2.23846, -0.24562], [-0.00249, -0.77706, -1.76782], [0.20408, 0.22998, 2.53506], [0.57920, -1.44149, 2.37678], [1.23504, 2.02373, -1.33966], [-1.27838, 2.25452, -1.45904], [-0.17365, 2.84412, 0.49457]],
  "atomic_forces_ev_per_a": [[-1.05, 5.96, -4.91], [0.19, -3.16, 4.87], [-0.05, -2.10, 1.24], [-0.65, 0.43, 0.62], [1.13, -0.45, 0.20], [0.11, -0.14, 2.21], [-1.19, -0.84, -1.00], [0.81, -1.42, 0.69], [0.21, -0.26, -1.31], [-0.10, 1.35, -0.51], [0.67, 0.99, -0.87], [-0.31, 0.01, -0.71], [0.23, -0.37, -0.52]],
  "spin_multiplicity": 1,
  "e_tot_ev": -26920.281,
  "orbital_gap_ev": 9.836,
  "homo_ev": -9.53,
  "e_above_lowest_kj_mol": 276.8,
  "largest_force_ev_per_a": 7.8
}

---

(2)
{
  "formula": "CH6N2OP2S",
  "method": "ωB97M-V/def2-TZVPD",
  "species": ["C", "N", "N", "O", "P", "P", "S", "H", "H", "H", "H", "H", "H"],
  "coordinates": [[-1.52049, 1.98278, -0.06592], [0.01989, -1.45716, 0.64866], [-1.09160, 0.60809, 0.10298], [2.82107, -0.78589, 0.03042], [0.31621, 0.13651, 1.00254], [1.01149, -2.72420, 0.73859], [1.68998, 0.24664, -0.77663], [-1.68781, 2.19024, -1.17975], [-2.49231, 2.19564, 0.17872], [-0.81649, 2.66839, 0.25604], [-1.74768, -0.14927, -0.06713], [3.24717, -1.44792, -0.64664], [0.25058, -3.46385, -0.22188]],
  "atomic_forces_ev_per_a": [[0.04, -1.77, -4.07], [1.27, -2.26, 0.23], [0.55, 0.50, 1.28], [1.02, -1.30, -2.27], [-1.16, 0.53, -1.73], [-1.26, 1.37, -0.05], [0.57, -0.47, 0.96], [0.97, -0.20, 0.84], [-2.31, 0.41, 2.02], [1.26, 1.33, 0.98], [0.36, 0.34, -0.10], [-1.36, 2.02, 1.71], [0.06, -0.49, 0.20]],
  "spin_multiplicity": 1,
  "smiles": "[H]/P=N/P(NC)SO",
  "e_tot_ev": -35572.402,
  "orbital_gap_ev": 7.344,
  "homo_ev": -8.23,
  "e_above_lowest_kj_mol": 115.0,
  "largest_force_ev_per_a": 4.4
}

---

(3)
{
  "formula": "CH6N2OS",
  "method": "ωB97M-V/def2-TZVPD",
  "species": ["C", "N", "N", "O", "S", "H", "H", "H", "H", "H", "H"],
  "coordinates": [[1.63829, 0.26924, -0.00594], [-2.07865, -0.91595, -0.14352], [0.40455, -0.49841, -0.07311], [-1.06876, 1.53995, -0.20433], [-1.08692, 0.19031, 0.20072], [2.05286, 0.02931, 1.03733], [2.40294, 0.00370, -0.78596], [1.41414, 1.30020, -0.11965], [-2.65837, -0.87772, -0.99801], [0.15224, -1.35011, -0.47337], [-1.17233, 0.30947, 1.56583]],
  "atomic_forces_ev_per_a": [[1.23, -2.11, 1.26], [-0.01, 0.80, -0.27], [-1.65, 2.29, 0.60], [-0.13, 2.06, -1.16], [-0.05, -2.73, 1.06], [0.02, 0.82, -1.55], [-0.95, -0.02, 0.71], [-0.21, 0.94, 0.05], [0.81, 0.32, 0.73], [0.74, -1.80, -0.91], [0.21, -0.57, -0.51]],
  "spin_multiplicity": 1,
  "smiles": "CN[S@H](=N)=O",
  "e_tot_ev": -16994.672,
  "orbital_gap_ev": 10.795,
  "homo_ev": -9.92,
  "e_above_lowest_kj_mol": 274.0,
  "largest_force_ev_per_a": 2.9
}

---

(4)
{
  "formula": "CH6N2PS",
  "method": "ωB97M-V/def2-TZVPD",
  "species": ["C", "N", "N", "P", "S", "H", "H", "H", "H", "H", "H"],
  "coordinates": [[-0.48588, -0.24156, -0.51100], [-1.37432, -0.30145, 0.45032], [-0.45234, 1.22761, -1.13163], [2.02699, -2.06227, 1.53313], [1.61395, -0.41426, 0.55550], [-1.47627, -1.21127, 1.01900], [-1.78913, 0.56015, 0.69197], [0.42208, 1.69735, -1.47091], [-0.75827, 1.83791, -0.44142], [-1.16727, 1.15175, -1.79926], [3.44046, -2.24397, 1.10428]],
  "atomic_forces_ev_per_a": [[1.03, -1.43, -0.68], [0.37, -1.15, -0.57], [1.43, -1.09, 1.30], [0.84, 0.58, -0.57], [1.23, -0.48, 0.43], [0.01, 2.20, -1.35], [-1.21, 0.55, 1.45], [-0.58, -1.51, -0.10], [-1.04, 2.00, 1.72], [-0.98, 0.22, -1.85], [-1.09, 0.11, 0.22]],
  "spin_multiplicity": 1,
  "e_tot_ev": -24227.921,
  "orbital_gap_ev": 6.973,
  "total_charge": 1,
  "homo_ev": -12.22,
  "e_above_lowest_kj_mol": 353.1,
  "largest_force_ev_per_a": 2.8
}

---

(5)
{
  "formula": "CH6N2S",
  "method": "ωB97M-V/def2-TZVPD",
  "species": ["S", "H", "N", "C", "N", "H", "H", "H", "H", "H"],
  "coordinates": [[1.56408, 0.45291, -0.12480], [2.65251, -0.31698, -0.20051], [-1.29821, 0.72627, 0.77793], [-1.13542, 0.00029, -0.30991], [-0.97939, -1.30973, -0.23605], [-0.55314, 0.57577, 1.46687], [-1.48103, 1.70392, 0.61555], [-1.18745, 0.51991, -1.25966], [-0.21101, -1.68163, -0.78165], [-0.95540, -1.62459, 0.72830]],
  "atomic_forces_ev_per_a": [[-0.17, 0.30, 0.26], [0.07, -0.10, -0.16], [-0.11, 0.36, 0.26], [0.85, 0.58, -0.50], [-0.19, -0.44, 0.60], [-0.24, -0.17, 0.09], [0.06, 0.05, 0.05], [-0.14, -0.41, -0.17], [-0.30, 0.03, -0.27], [0.16, -0.19, -0.16]],
  "spin_multiplicity": 1,
  "e_tot_ev": -14948.301,
  "orbital_gap_ev": 7.153,
  "homo_ev": -7.20,
  "e_above_lowest_kj_mol": 124.1,
  "largest_force_ev_per_a": 1.1
}

---

(6)
{
  "formula": "CH6N2S",
  "method": "ωB97M-V/def2-TZVPD",
  "species": ["C", "N", "N", "S", "H", "H", "H", "H", "H", "H"],
  "coordinates": [[-0.85075, -0.34778, -0.49403], [-0.11732, 0.63923, 0.32882], [1.18268, 0.27295, 0.75345], [2.27103, 0.37584, -0.70801], [-1.03564, 0.03074, -1.50126], [-0.10960, -1.12275, -0.55996], [-1.77651, -0.76520, -0.13603], [-0.72774, 1.36529, 0.78791], [1.42387, -0.62705, 1.12067], [2.04900, 1.60737, -0.93445]],
  "atomic_forces_ev_per_a": [[1.26, 0.74, -0.15], [-1.56, -0.80, 0.27], [0.05, 3.05, -1.79], [0.00, -2.28, 1.26], [0.04, 0.05, -0.04], [-0.12, -0.81, -0.50], [-0.34, 0.07, 0.74], [2.02, -1.28, 0.04], [-1.01, -0.82, 0.33], [-0.33, 2.08, -0.16]],
  "spin_multiplicity": 1,
  "smiles": "CNNS",
  "e_tot_ev": -14947.112,
  "orbital_gap_ev": 9.380,
  "homo_ev": -8.50,
  "e_above_lowest_kj_mol": 238.9,
  "largest_force_ev_per_a": 3.5
}

---

(7)
{
  "formula": "CH6N2S",
  "method": "ωB97M-V/def2-TZVPD",
  "species": ["S", "H", "N", "C", "N", "H", "H", "H", "H", "H"],
  "coordinates": [[1.42720, 0.17728, -0.97602], [2.59397, -0.26890, -0.50525], [-0.39353, 0.67492, 1.14628], [-1.48084, 0.07018, 0.84703], [-1.45922, -1.05692, 0.13612], [0.66551, 0.55752, 0.49599], [-0.49195, 1.49589, 1.72178], [-2.45900, 0.47759, 1.12520], [-2.32648, -1.45847, -0.14835], [-0.59464, -1.22624, -0.37431]],
  "atomic_forces_ev_per_a": [[0.15, 0.11, 0.05], [0.07, -0.11, 0.04], [0.47, 0.92, 0.99], [-0.22, -0.15, -0.26], [-0.01, 0.40, 0.07], [-0.51, -0.57, -0.68], [-0.16, 0.17, -0.04], [0.25, -0.31, 0.18], [-0.14, -0.16, -0.30], [0.10, -0.30, -0.06]],
  "spin_multiplicity": 1,
  "e_tot_ev": -14949.117,
  "orbital_gap_ev": 8.316,
  "homo_ev": -7.85,
  "e_above_lowest_kj_mol": 45.3,
  "largest_force_ev_per_a": 1.4
}

---

(8)
{
  "formula": "CH6N2S",
  "method": "ωB97M-V/def2-TZVPD",
  "species": ["S", "H", "N", "C", "N", "H", "H", "H", "H", "H"],
  "coordinates": [[2.30122, 1.02983, -0.22284], [2.33686, 0.67488, 1.17295], [-1.22640, 0.33352, -0.98002], [-0.39895, 0.18125, 0.15711], [-0.22502, -1.03569, 0.65246], [-1.84198, -0.35449, -1.40359], [-0.93637, 0.92584, -1.77462], [-0.31165, 0.99596, 0.85785], [0.04070, -1.81234, -0.15235], [0.26159, -0.93876, 1.69307]],
  "atomic_forces_ev_per_a": [[-1.08, -0.79, 1.85], [-0.01, 0.49, -1.88], [1.08, 0.97, -0.67], [-0.92, -0.03, -1.61], [1.99, -1.46, 0.84], [0.63, -0.72, 1.04], [0.18, 0.10, 1.42], [0.08, 0.27, -0.37], [-0.66, 2.42, 3.40], [-1.29, -1.25, -4.02]],
  "spin_multiplicity": 1,
  "e_tot_ev": -14947.026,
  "orbital_gap_ev": 7.049,
  "homo_ev": -7.28,
  "e_above_lowest_kj_mol": 247.1,
  "largest_force_ev_per_a": 4.4
}

---

(9)
{
  "formula": "CH6N2S2",
  "method": "ωB97M-V/def2-TZVPD",
  "species": ["S", "S", "H", "H", "N", "C", "N", "H", "H", "H", "H"],
  "coordinates": [[3.39586, 1.36401, -0.84506], [1.99956, 0.58761, -2.09029], [4.36984, 1.75128, -1.68109], [2.27157, -0.71804, -1.91897], [-1.39067, 0.49851, 1.19177], [-1.82631, -0.76092, 0.99618], [-1.87088, -1.31718, -0.14603], [-1.35955, 0.89448, 2.11160], [-0.76561, 0.90140, 0.51092], [-2.26438, -1.13854, 1.92590], [-2.55943, -2.06261, -0.05491]],
  "atomic_forces_ev_per_a": [[0.26, 0.27, 0.71], [-0.30, -0.16, -0.34], [-0.06, -0.16, -0.29], [0.06, 0.06, -0.04], [1.09, 0.76, -0.07], [-0.99, 0.30, 0.25], [-0.49, -0.11, 0.23], [0.15, -0.18, 0.11], [-0.15, 0.07, -0.12], [-0.20, -0.35, -0.18], [0.63, -0.50, -0.25]],
  "spin_multiplicity": 1,
  "smiles": "[H]/N=C/N.SS",
  "e_tot_ev": -25784.520,
  "orbital_gap_ev": 9.682,
  "homo_ev": -9.16,
  "e_above_lowest_kj_mol": 37.5,
  "largest_force_ev_per_a": 1.3
}